7
Properties=species:S:1:pos:R:3 method="wB97M-V/def2-TZVPD" de_lowest_ev=4.529 homo_energy_ev="-11.41 / -9.97" molar_mass_da=113.48 largest_force_ev_per_a=3.46
C 0.29 -1.09 -1.40
N 1.66 -1.15 -0.97
O 2.43 -0.39 -1.47
O 1.99 -2.09 -0.16
F -0.18 -0.23 -2.32
Cl -0.61 -2.43 -1.27
H 0.25 0.53 0.21

12
Properties=species:S:1:pos:R:3 method="wB97M-V/def2-TZVPD" de_lowest_ev=1.446 homo_energy_ev=-8.54 molar_mass_da=151.28 largest_force_ev_per_a=2.40
C 1.56 0.90 -1.13
N 0.69 -0.20 -0.69
S 0.81 -1.75 -1.45
C -0.06 -0.20 0.40
S -0.89 -1.39 1.18
C -0.17 1.14 1.10
S -1.03 2.38 0.62
H 2.29 0.46 -1.77
H 1.97 1.33 -0.24
H 0.96 1.69 -1.63
H -0.46 -2.18 -1.37
H 0.31 1.16 2.05

9
Properties=species:S:1:pos:R:3 method="wB97M-V/def2-TZVPD" de_lowest_ev=4.152 homo_energy_ev="-8.70 / -8.47" molar_mass_da=252.94 largest_force_ev_per_a=3.25
C 0.60 -1.21 0.02
C 1.77 -0.61 0.14
C -1.45 1.10 -0.27
N -0.34 -1.88 -0.20
F 2.29 0.15 -0.81
F 2.54 -0.65 1.27
F -1.04 1.80 0.79
F -1.86 1.84 -1.24
I -2.51 -0.54 0.30

18
Properties=species:S:1:pos:R:3 method="wB97M-V/def2-TZVPD" de_lowest_ev=2.925 homo_energy_ev=-8.24 molar_mass_da=140.14 largest_force_ev_per_a=5.08
C 2.06 0.01 -1.80
C 1.24 0.75 -0.81
O 1.47 1.71 -0.16
N -0.13 -0.18 -0.35
C -1.24 0.19 -1.05
C -2.30 0.28 -0.23
C -1.87 0.19 1.20
O -2.49 0.19 2.27
N -0.51 -0.22 0.93
C 0.28 -0.77 2.04
H 1.36 -0.65 -2.36
H 2.67 -0.71 -1.31
H 2.56 0.70 -2.52
H -1.28 0.46 -2.18
H -3.26 0.55 -0.63
H -0.03 -1.70 2.29
H 1.40 -0.78 1.79
H 0.09 -0.01 2.89

120
Properties=species:S:1:pos:R:3 method="wB97M-V/def2-TZVPD" s2=2.039 homo_energy_ev="-11.52 / -11.52" charge=+1 molar_mass_da=1500.20 multiplicity=3 largest_force_ev_per_a=5.99
O 12.28 -4.47 7.64
V 12.31 -4.36 9.22
C 12.30 -0.04 9.62
F 11.06 -0.46 9.34
F 12.57 1.05 8.96
F 12.38 0.18 10.92
S 13.59 -1.39 9.14
O 13.13 -1.87 7.85
O 14.87 -0.70 9.08
N 13.30 -2.79 10.22
S 14.44 -2.42 11.31
O 15.80 -2.72 10.94
O 14.29 -1.19 12.08
C 14.00 -3.86 12.57
F 13.19 -3.41 13.57
F 13.31 -4.83 12.04
F 15.11 -4.29 13.22
C 8.33 -4.57 7.95
F 7.76 -5.44 8.81
F 9.23 -5.26 7.36
F 7.41 -4.04 7.14
S 9.23 -3.12 8.86
O 10.04 -2.56 7.84
O 8.23 -2.27 9.48
N 10.33 -4.01 9.87
S 9.58 -4.16 11.30
O 8.13 -4.32 11.20
O 10.25 -5.16 12.11
C 9.94 -2.44 12.12
F 11.05 -1.83 11.76
F 8.83 -1.62 11.95
F 10.03 -2.59 13.45
C 2.60 -9.01 3.00
O 3.22 -8.14 4.02
C 2.56 -6.91 4.05
C 3.36 -5.77 4.76
O 3.82 -6.35 5.94
C 4.88 -5.62 6.58
H 1.51 -8.98 3.06
H 3.03 -10.01 3.03
H 2.85 -8.67 1.99
H 1.57 -6.94 4.50
H 2.45 -6.61 3.01
H 2.66 -4.94 4.87
H 4.10 -5.61 3.98
H 5.72 -6.29 6.77
H 4.57 -5.02 7.43
H 5.15 -4.78 5.94
C 10.87 -7.30 9.46
O 12.16 -6.57 9.35
C 13.28 -7.28 8.89
C 14.54 -6.50 9.38
O 14.57 -5.11 8.97
C 15.82 -4.47 8.49
H 10.11 -6.99 10.18
H 11.03 -8.38 9.50
H 10.29 -7.18 8.55
H 13.22 -7.23 7.81
H 13.21 -8.31 9.22
H 15.38 -7.01 8.91
H 14.69 -6.48 10.46
H 16.67 -4.46 9.18
H 15.48 -3.45 8.29
H 16.36 -4.93 7.66
Cl 8.27 -6.69 18.00
C 7.91 -6.30 16.32
C 9.08 -5.71 15.56
Cl 9.37 -4.03 15.97
H 7.03 -5.65 16.29
H 7.79 -7.23 15.76
H 8.82 -5.71 14.50
H 9.95 -6.35 15.69
Cl 14.69 -7.16 14.26
C 13.16 -7.78 14.72
C 12.03 -7.50 13.71
Cl 12.30 -8.42 12.20
H 12.87 -7.23 15.62
H 13.20 -8.85 14.89
H 11.93 -6.46 13.41
H 11.06 -7.73 14.13
Cl 6.33 -2.29 13.56
C 6.47 -0.56 13.41
C 7.39 0.13 14.36
Cl 7.30 -0.26 16.12
H 5.46 -0.15 13.49
H 6.85 -0.39 12.40
H 7.40 1.22 14.39
H 8.36 -0.19 13.97
Cl 11.36 0.19 16.02
C 11.78 0.10 14.25
C 12.67 1.28 13.81
Cl 14.18 1.22 14.69
H 10.82 0.15 13.74
H 12.26 -0.85 14.01
H 12.13 2.18 14.10
H 12.86 1.27 12.74
Cl 2.68 -4.73 9.55
C 4.36 -4.67 10.25
C 4.84 -3.21 10.35
Cl 4.88 -2.29 8.79
H 5.03 -5.32 9.69
H 4.27 -5.10 11.25
H 5.82 -3.18 10.81
H 4.25 -2.59 11.03
Cl 8.43 -3.84 2.94
C 10.05 -3.69 3.86
C 10.38 -2.27 4.37
Cl 10.56 -1.00 3.12
H 10.91 -4.03 3.28
H 10.03 -4.35 4.72
H 11.29 -2.24 4.97
H 9.47 -2.05 4.92
Cl 6.67 2.53 9.01
C 7.58 1.08 9.13
C 8.36 0.82 7.77
Cl 7.26 0.99 6.46
H 6.88 0.27 9.30
H 8.28 1.13 9.96
H 8.87 -0.14 7.69
H 9.02 1.68 7.70